# 1
26
Properties=species:S:1:pos:R:3:forces:R:3 method="wB97M-V/def2-TZVPD" spin_multiplicity=1 lumo_energy_ev=0.758 smiles=CCC(C)(C)[C@@H](O)C(O)O homo_lumo_gap_ev=9.820
C -0.091144 0.479971 -0.116471 -4.2 0.6 -0.5
C 1.876944 -1.336794 0.099540 -1.4 -0.6 -0.7
C 0.125381 -0.996563 -0.048828 4.8 -0.7 0.4
C -1.851603 0.553055 -0.167692 2.2 0.8 0.0
C 0.347193 1.260478 1.118761 0.0 -0.2 -0.1
C 0.361349 1.185052 -1.397361 0.2 0.0 0.2
C -2.631691 -0.224879 0.873850 0.1 -0.2 0.0
O 2.585368 -1.052396 1.285034 -0.9 0.3 -0.1
O 2.545615 -0.768394 -1.014572 -0.2 0.0 0.1
O -0.217873 -1.775772 -1.160157 -0.7 0.4 -0.5
H 3.350530 -1.290763 -1.166496 -0.4 0.3 0.1
H 2.565761 -0.094568 1.416236 0.1 -0.2 0.0
H -0.673921 -1.262829 -1.854525 0.4 -0.2 0.7
H 1.950677 -2.426336 -0.006908 -0.3 0.1 0.2
H -0.303333 -1.446971 0.848942 0.0 0.2 0.0
H -2.179478 0.273865 -1.172903 0.2 0.0 0.0
H -2.051706 1.624142 -0.061206 0.0 -0.1 -0.1
H 1.427149 1.433745 1.105001 0.0 0.0 0.0
H -0.103460 2.258837 1.131228 -0.1 -0.2 -0.1
H 0.075847 0.746246 2.043920 0.1 0.0 0.0
H -0.056095 2.196060 -1.448923 -0.2 -0.2 0.1
H 0.046371 0.634707 -2.288107 0.1 0.1 0.0
H 1.446074 1.304647 -1.436291 -0.1 -0.2 0.0
H -2.213428 -0.096252 1.876086 0.0 0.0 0.0
H -3.673801 0.114466 0.905464 0.2 0.0 0.0
H -2.656725 -1.292754 0.636380 0.1 0.1 0.1

***

# 2
19
Properties=species:S:1:pos:R:3:forces:R:3 method="wB97M-V/def2-TZVPD" spin_multiplicity=1 lumo_energy_ev=-3.626 homo_lumo_gap_ev=3.867
C -0.807557 2.136748 1.293612 0.1 0.1 0.6
C -1.772473 -1.065862 -0.348158 -1.1 -1.4 0.6
O 1.208009 -2.519170 -0.787077 0.0 0.2 -0.1
C -1.680021 0.208781 0.071463 -0.3 0.5 0.1
C -1.122660 0.702111 1.250710 -0.5 1.0 -0.2
H -1.526354 2.674245 1.929341 -0.2 -0.2 0.1
H -0.790016 2.587368 0.307328 0.2 0.0 0.0
H 0.138459 2.260640 1.835081 0.0 0.1 -0.3
H -2.247428 -1.293297 -1.295082 0.4 0.2 -0.2
H -1.626540 -1.942238 0.276638 0.7 0.2 0.0
H 1.654209 -3.193611 -0.276220 0.0 -0.2 0.2
H -2.048841 0.978203 -0.588126 0.4 0.1 -0.4
H -0.985512 0.181174 2.188061 0.3 -0.7 -0.2
H 0.414675 0.456266 -0.147152 0.2 -0.4 -0.1
H 1.756004 0.303889 -0.853723 0.9 -0.2 -0.8
O 0.968754 0.915225 -0.769666 -0.6 0.7 0.4
H 3.619446 -0.850022 -1.784389 0.0 0.3 -0.1
H 1.996660 -1.868042 -1.062002 -0.4 0.4 0.1
O 2.851185 -0.672408 -1.240639 -0.1 -0.7 0.3

***

# 3
44
Properties=species:S:1:pos:R:3:forces:R:3 method="wB97M-V/def2-TZVPD" spin_multiplicity=1 lumo_energy_ev=0.685 smiles=COc1ccc(-c2[nH]ncc2CN(C)[C@@H](C)c2cccs2)c(F)c1 homo_lumo_gap_ev=8.869
C -3.706414 -2.906182 1.034095 -0.2 0.0 0.2
H -4.657884 -3.346911 0.741444 0.1 0.0 0.1
O -2.848624 -3.082978 -0.068954 0.2 0.0 -0.2
C -1.596920 -2.568626 -0.002124 0.3 0.0 0.0
C -1.056326 -1.939937 1.113299 -0.1 -0.1 0.1
C 0.228715 -1.435554 1.046964 0.0 -0.2 -0.2
C 1.019979 -1.523017 -0.091542 -0.2 0.0 0.2
C 0.462983 -2.184311 -1.189465 -0.1 0.1 0.2
C -0.812791 -2.695970 -1.151527 -0.3 -0.1 0.0
H -1.238636 -3.192231 -2.008360 -0.1 -0.1 -0.1
H 1.041706 -2.269086 -2.096944 0.0 0.0 -0.1
C 2.361467 -0.965459 -0.168148 0.3 0.4 0.1
C 2.888924 0.263329 0.207022 -0.1 -0.3 0.0
C 4.232645 0.203134 -0.196560 -0.3 -0.3 0.0
N 4.517773 -0.953709 -0.761332 0.8 -0.2 -0.4
N 3.382822 -1.642699 -0.752667 -0.3 0.1 0.2
H 3.356800 -2.580964 -1.119200 0.1 0.1 0.1
H 4.988273 0.955941 -0.089634 0.2 0.2 0.0
C 2.176489 1.418970 0.827927 0.0 -0.1 0.1
N 0.978445 1.732523 0.066777 0.0 0.0 0.2
C 1.308389 2.378036 -1.185544 0.0 0.0 -0.1
H 1.884697 1.680416 -1.793191 0.0 0.0 -0.1
H 1.906795 3.291865 -1.051466 0.0 0.0 0.0
H 0.395520 2.630374 -1.721235 0.0 0.0 -0.1
C -0.072905 2.392370 0.826264 0.0 0.2 0.3
C -1.367841 2.206732 0.094688 0.0 -0.4 -0.1
C -2.474550 2.994722 0.043539 0.2 0.0 0.1
C -3.516084 2.436138 -0.734268 -0.2 -0.1 -0.1
C -3.181096 1.233135 -1.261156 0.3 -0.2 0.1
S -1.586263 0.752970 -0.822420 -0.4 0.6 0.0
H -3.767948 0.591334 -1.887599 -0.2 -0.1 -0.2
H -4.465486 2.917287 -0.889666 -0.2 0.1 -0.1
H -2.558919 3.944494 0.539757 0.1 0.2 0.1
C 0.186133 3.870421 1.156338 0.0 -0.4 -0.1
H 1.174184 3.980696 1.597349 0.1 0.1 0.1
H 0.127289 4.482610 0.260071 0.0 0.1 -0.1
H -0.548843 4.226713 1.872540 -0.1 0.1 0.1
H -0.147017 1.841028 1.775846 0.1 0.1 -0.1
H 1.885455 1.162181 1.849594 0.0 0.1 0.0
H 2.873249 2.274093 0.878178 -0.1 0.0 0.1
F 0.721822 -0.868761 2.168978 0.0 0.0 -0.2
H -1.601951 -1.825513 2.035498 -0.1 0.0 0.1
H -3.851580 -1.845092 1.259305 0.0 0.0 0.0
H -3.329153 -3.420984 1.923319 0.0 0.0 0.0